1.
Density functional theory data (wB97M-V/def2-TZVPD) for 5 unconnected molecules or ions with the total composition C14H37FIO12S5.

The geometry in XYZ format:
```
70
Properties=species:S:1:pos:R:3:forces:R:3
C -2.415 -0.987 -5.470 0.0515 0.2222 -0.0903
C -1.443 -0.760 -4.268 0.5816 0.0531 -1.8249
F -0.188 -1.218 -4.617 -0.5952 0.2376 0.3831
S -1.966 -1.592 -2.698 -0.5022 0.3029 0.9465
I -0.950 -0.253 -0.917 -0.4894 -0.7694 -0.2905
H -3.470 -1.184 -5.174 0.8114 0.0701 -0.1198
H -2.022 -1.789 -6.140 -0.3607 0.4365 0.7878
H -2.408 -0.043 -6.073 0.0066 -0.7592 0.5698
H -1.365 0.329 -4.048 -0.1492 -0.7837 0.3882
H -1.345 -2.822 -2.644 0.1881 0.8072 -0.3121
O -3.748 -4.268 0.997 0.1687 0.4049 0.2861
S -3.368 -4.517 2.362 0.1145 -0.6905 0.5531
O -3.887 -3.727 3.445 0.1244 0.0347 -0.6800
O -1.757 -4.541 2.457 -0.5234 -0.2689 -0.1106
C -1.050 -3.390 1.994 0.3767 0.7451 0.0341
C -1.175 -2.223 2.958 -0.3065 0.1309 0.0131
C -3.649 -6.219 2.741 0.1797 -0.0202 -0.0529
H -1.390 -3.114 0.991 -0.1435 -0.1203 0.0367
H 0.000 -3.675 1.913 -0.1540 -0.3145 0.0394
H -2.206 -1.870 3.019 0.0377 -0.0145 -0.0113
H -0.554 -1.385 2.637 0.1085 -0.1034 0.0049
H -0.876 -2.523 3.963 0.1045 0.0129 -0.0869
H -3.230 -6.834 1.947 0.0057 0.0502 0.0276
H -4.726 -6.366 2.803 0.0158 0.1350 -0.0245
H -3.187 -6.448 3.700 -0.0086 0.0603 -0.0253
O -2.382 -6.407 7.710 -0.1876 0.3481 0.2074
S -1.988 -5.319 8.561 0.3809 0.4012 0.0792
O -2.836 -4.848 9.620 0.0830 -0.3702 -0.4867
O -1.562 -4.067 7.639 0.2665 -0.4992 0.3807
C -2.519 -3.572 6.694 -0.7750 0.3123 -0.3481
C -3.637 -2.800 7.369 -0.1376 -0.0800 0.2149
C -0.391 -5.659 9.238 0.0811 0.0816 -0.1143
H -2.914 -4.390 6.088 0.0903 -0.0628 0.1151
H -1.981 -2.903 6.021 0.2702 -0.1676 0.1686
H -4.239 -3.450 8.004 0.0179 0.0148 -0.0492
H -4.299 -2.352 6.625 0.1154 -0.0157 -0.0680
H -3.230 -2.013 8.006 0.0071 0.0023 -0.0857
H 0.272 -5.983 8.439 -0.0530 0.0272 0.0109
H -0.511 -6.454 9.973 -0.1210 0.0195 -0.0505
H -0.014 -4.760 9.721 -0.0639 -0.0147 -0.0292
O 1.586 2.869 -1.677 0.0622 -0.4205 0.2317
S 2.413 1.776 -2.112 1.0713 0.3198 -0.8774
O 2.999 0.856 -1.175 -0.5766 0.3433 0.0183
O 3.553 2.331 -3.092 -1.0283 -0.6182 0.2555
C 4.434 3.364 -2.609 0.9402 0.6142 0.6967
C 5.447 2.825 -1.614 -0.1785 -0.3236 0.1422
C 1.524 0.831 -3.312 0.0469 0.0169 -0.1653
H 3.859 4.186 -2.182 -0.1440 -0.1689 -0.0952
H 4.959 3.756 -3.478 -0.3508 -0.1863 -0.1640
H 4.961 2.479 -0.701 0.0364 0.0525 -0.0017
H 6.163 3.600 -1.338 -0.0474 0.0356 -0.1309
H 5.986 1.975 -2.036 0.0441 0.0954 -0.0160
H 1.094 1.505 -4.051 0.0831 0.0072 0.0099
H 0.737 0.302 -2.771 0.4807 0.2238 -0.2581
H 2.201 0.120 -3.779 0.0064 0.0466 0.0275
O 3.044 5.465 -4.035 -0.0410 0.1142 -0.5251
S 2.091 5.778 -5.063 -0.5314 0.6645 -0.1653
O 2.328 5.437 -6.438 0.2047 -0.0837 0.5864
O 1.712 7.338 -4.969 -0.2122 -0.8703 0.1213
C 2.774 8.302 -5.047 0.7739 0.5931 -0.2627
C 3.319 8.440 -6.456 0.0088 -0.2702 -0.1488
C 0.511 5.135 -4.598 -0.1029 0.1500 0.1015
H 3.567 8.050 -4.338 -0.1237 -0.1603 0.0068
H 2.350 9.256 -4.730 -0.2622 -0.2422 0.0997
H 3.807 7.522 -6.784 0.0108 0.0443 0.0276
H 4.054 9.245 -6.507 -0.0852 0.0347 0.0967
H 2.513 8.648 -7.161 0.0329 0.0733 0.0599
H 0.302 5.416 -3.568 0.0466 -0.0061 -0.0386
H 0.561 4.052 -4.691 0.1387 0.0439 -0.0161
H -0.243 5.532 -5.274 0.0789 0.0207 -0.0026
```
Positions in Å, forces in eV/Å.

Summary:
**Energy**: -104672.14122 eV
**Spin multiplicity**: 1
**LUMO**: -6.535 eV
**Largest force on an atom**: 1.92 eV/Å
**Total charge**: +1
**Frontier orbital gap**: 5.591 eV
**E_HOMO**: -12.1264 eV

***

2.
Density functional theory data (wB97M-V/def2-TZVPD) for a molecular structure, C14H37GeN4Ti.

The geometry in XYZ format:
```
57
Properties=species:S:1:pos:R:3:forces:R:3
Ti -0.348 0.097 -0.151 -0.2984 0.0808 -0.2433
N -1.360 1.964 -0.154 -0.0939 0.0199 0.0160
C -2.827 1.696 0.132 -0.0363 -0.0265 -0.0731
C -3.225 0.401 -0.550 -0.0319 -0.0523 -0.0011
N -2.310 -0.713 -0.119 0.0367 0.0715 0.0256
C -2.318 -1.873 -1.079 0.0257 -0.0045 0.0272
C -1.763 -1.479 -2.433 -0.0076 0.0413 -0.0163
N -0.538 -0.597 -2.236 0.1275 0.0051 0.2134
C -2.681 -1.220 1.258 -0.0146 0.0102 0.0038
C -1.437 -1.467 2.086 -0.1017 0.0647 0.0045
N -0.582 -0.225 1.980 0.0977 -0.1124 -0.0889
H -1.022 2.685 0.492 0.0169 0.0109 -0.0229
H -1.293 2.425 -1.070 0.0019 0.0018 0.0013
H -3.442 2.517 -0.237 0.0443 0.0460 0.0267
H -2.956 1.660 1.214 -0.0014 0.0039 -0.0003
H -3.148 0.516 -1.632 -0.0057 -0.0019 -0.0008
H -4.264 0.142 -0.333 0.0027 0.0067 0.0243
H -3.334 -2.266 -1.173 0.0003 0.0034 -0.0107
H -1.710 -2.664 -0.630 -0.0076 0.0023 0.0112
H -2.482 -0.935 -3.041 0.0016 0.0055 0.0030
H -1.486 -2.370 -2.995 -0.0170 0.0015 -0.0110
H -0.625 0.201 -2.873 0.0397 0.0034 -0.0035
H 0.278 -1.089 -2.609 -0.0002 -0.0469 0.0356
H -3.275 -2.131 1.167 -0.0209 0.0132 0.0076
H -3.315 -0.477 1.743 0.0172 0.0141 0.0011
H -0.846 -2.318 1.740 -0.0326 -0.0083 -0.0352
H -1.713 -1.656 3.125 0.0757 -0.0479 0.0113
H 0.257 -0.337 2.557 0.0105 -0.0267 -0.0132
H -1.083 0.541 2.441 0.0209 0.0190 -0.0067
C 7.061 -4.160 -1.493 0.0210 -0.0149 0.0012
C 7.296 -3.370 -0.215 -0.0864 -0.0354 0.0289
C 6.262 -2.238 -0.004 0.1348 -0.1332 -0.0264
C 4.819 -2.841 0.184 0.4219 0.2356 -0.6125
Ge 4.045 -1.160 0.548 0.1690 0.0515 0.7689
C 2.823 0.020 -0.455 -0.2755 0.0469 -0.2406
C 3.511 0.890 -1.552 -0.0109 -0.1563 0.0876
C 4.342 2.014 -0.947 0.0560 0.0043 -0.0316
C 5.618 1.490 -0.303 -0.0393 -0.0255 -0.1064
H 7.955 -4.727 -1.748 -0.0119 -0.0299 0.0214
H 6.850 -3.503 -2.341 0.0303 0.0001 -0.0045
H 6.250 -4.884 -1.396 -0.0311 0.0307 -0.0089
H 8.279 -2.899 -0.220 -0.0094 0.0247 -0.0294
H 7.258 -4.020 0.663 0.0748 -0.0085 -0.0042
H 6.296 -1.588 -0.889 -0.0301 0.0036 0.0531
H 6.579 -1.655 0.872 -0.0562 0.0083 -0.0039
H 4.778 -3.504 1.047 -0.0714 0.0347 0.0442
H 4.497 -3.328 -0.732 -0.0973 -0.0738 0.0690
H 4.346 -0.613 1.943 -0.1135 0.0502 -0.0358
H 2.361 0.691 0.298 0.0021 -0.0700 -0.0183
H 2.070 -0.626 -0.956 0.0747 -0.1440 0.1553
H 2.748 1.265 -2.237 -0.0099 0.1056 0.0295
H 4.163 0.241 -2.144 -0.0834 0.0268 -0.1147
H 3.746 2.582 -0.224 0.0175 0.0220 -0.0120
H 4.597 2.715 -1.743 0.0573 -0.0342 -0.0108
H 5.426 0.918 0.621 0.0081 -0.0275 0.0481
H 6.273 2.302 0.012 -0.0026 -0.0216 0.0827
H 6.190 0.873 -0.998 0.0119 0.0318 -0.0155
```
Positions in Å, forces in eV/Å.

Summary:
**Energy**: -100667.18367 eV
**Energy relative to the best compared isomer or geometry (same formula, charge and spin)**: 0.000 eV
**Spin multiplicity**: 2
**LUMO (spin up / spin down)**: -15.340 / -14.888 eV
**Largest force on an atom**: 0.79 eV/Å
**Total charge**: +4
**Frontier orbital gap (spin up / spin down)**: 5.206 / 5.658 eV
**⟨S²⟩**: 0.754
**E_HOMO (spin up / spin down)**: -20.5460 / -20.5460 eV